A molecular structure, C58H48FGeN2P3Pt at a distorted geometry, computed with ωB97M-V/def2-TZVPD.

Output
HOMO-LUMO gap (spin up / spin down) ... 0.1913 / 0.1871 hartree
LUMO (spin up / spin down) ... -7.4 / -7.5 eV
HOMO energy (spin up / spin down) ... -0.4629 / -0.4622 Ha
Charge ... +2

Last column: Löwdin charge in e.
Cartesian coordinates (Å):
Pt 0.332 -0.423 -1.115  0.7234
F -0.523 -4.386 -0.011  -0.2731
Ge -0.545 -2.596 0.162  0.8916
C 1.297 -2.449 -0.903  -0.4160
C 1.443 -3.373 -1.933  -0.1024
C 2.678 -3.960 -2.153  -0.0436
C 3.758 -3.646 -1.338  -0.0357
C 3.626 -2.707 -0.328  -0.0716
C 2.401 -2.078 -0.121  -0.4010
P 2.153 -0.636 0.994  1.0386
C 2.835 0.670 -0.112  -0.3703
C 1.974 1.648 -0.616  -0.1911
C 2.470 2.663 -1.422  -0.0728
C 3.819 2.711 -1.726  -0.0514
C 4.677 1.735 -1.239  -0.0455
C 4.188 0.711 -0.449  -0.0876
C 3.473 -0.814 2.221  -0.3720
C 4.224 0.294 2.611  -0.1110
C 5.219 0.145 3.558  -0.0600
C 5.459 -1.096 4.127  -0.0579
C 4.663 -2.183 3.794  -0.0599
C 3.658 -2.041 2.855  -0.0943
C -0.294 -2.455 2.128  -0.2898
C -0.157 -3.588 2.917  -0.0746
C -0.326 -3.499 4.289  -0.0412
C -0.659 -2.287 4.871  -0.0377
C -0.780 -1.149 4.094  -0.0829
C -0.561 -1.226 2.722  -0.4236
P -0.696 0.271 1.688  1.1195
C 0.403 1.505 2.463  -0.3808
C 1.247 1.199 3.525  -0.0983
C 2.017 2.195 4.099  -0.0562
C 1.983 3.486 3.597  -0.0438
C 1.175 3.784 2.511  -0.0489
C 0.384 2.802 1.947  -0.1315
C -2.341 0.819 2.296  -0.3407
C -2.603 2.098 2.778  -0.0708
C -3.845 2.389 3.316  -0.0596
C -4.837 1.424 3.359  -0.0469
C -4.586 0.155 2.861  -0.0475
C -3.348 -0.147 2.328  -0.0967
C -2.477 -2.317 -0.313  -0.2756
C -3.356 -3.319 0.075  -0.0818
C -4.713 -3.198 -0.169  -0.0361
C -5.196 -2.084 -0.837  -0.0363
C -4.329 -1.083 -1.228  -0.0840
C -2.969 -1.176 -0.936  -0.3852
P -1.877 0.129 -1.570  0.9618
C -2.486 1.750 -1.013  -0.3622
C -1.724 2.872 -1.345  -0.1178
C -2.171 4.139 -1.016  -0.0594
C -3.381 4.298 -0.357  -0.0425
C -4.124 3.186 -0.002  -0.0518
C -3.678 1.914 -0.316  -0.0854
C -2.307 -0.019 -3.322  -0.3757
C -3.044 0.930 -4.020  -0.0794
C -3.409 0.677 -5.330  -0.0543
C -3.040 -0.510 -5.945  -0.0502
C -2.302 -1.457 -5.247  -0.0521
C -1.928 -1.209 -3.942  -0.0932
H 0.585 -3.689 -2.510  0.1130
H 2.793 -4.692 -2.937  0.1205
H 4.711 -4.125 -1.499  0.1213
H 4.466 -2.466 0.307  0.1125
H 0.922 1.673 -0.308  0.0279
H 1.809 3.435 -1.787  0.1077
H 4.205 3.515 -2.333  0.1138
H 5.732 1.777 -1.468  0.1176
H 4.858 -0.050 -0.079  0.1134
H 4.036 1.261 2.163  0.1078
H 5.808 0.999 3.855  0.1134
H 6.260 -1.217 4.839  0.1125
H 4.824 -3.138 4.270  0.1124
H 3.022 -2.878 2.595  0.1074
H 0.057 -4.538 2.451  0.1099
H -0.231 -4.381 4.902  0.1173
H -0.830 -2.222 5.934  0.1183
H -1.058 -0.206 4.543  0.1231
H 1.291 0.195 3.923  0.1026
H 2.638 1.958 4.948  0.1198
H 2.584 4.256 4.052  0.1162
H 1.149 4.787 2.115  0.1153
H -0.261 3.041 1.109  0.0951
H -1.844 2.864 2.772  0.0987
H -4.029 3.373 3.716  0.1176
H -5.800 1.658 3.784  0.1165
H -5.349 -0.605 2.898  0.1157
H -3.154 -1.145 1.958  0.0980
H -2.967 -4.198 0.568  0.1106
H -5.389 -3.978 0.142  0.1192
H -6.248 -1.996 -1.057  0.1188
H -4.706 -0.231 -1.775  0.1142
H -0.780 2.748 -1.865  0.0824
H -1.584 5.006 -1.278  0.1152
H -3.745 5.286 -0.125  0.1177
H -5.061 3.301 0.519  0.1184
H -4.258 1.058 -0.012  0.0916
H -3.335 1.855 -3.544  0.1118
H -3.987 1.411 -5.871  0.1164
H -3.334 -0.700 -6.967  0.1168
H -2.030 -2.387 -5.722  0.1154
H -1.344 -1.935 -3.384  0.0972
C 0.336 1.521 -4.577  0.0150
C 1.477 0.667 -4.188  -0.3640
N 1.632 -0.046 -3.086  0.0434
C 2.841 -0.675 -3.204  -0.1250
C 3.417 -0.342 -4.387  -0.0452
N 2.543 0.507 -4.998  0.1292
H -0.314 1.694 -3.726  0.0397
H -0.254 1.032 -5.353  0.0919
H 0.688 2.475 -4.966  0.0991
H 3.231 -1.315 -2.443  0.0801
H 4.344 -0.636 -4.830  0.1244
H 2.686 0.947 -5.895  0.1772